DFT (the ωB97M-V functional and the def2-TZVPD basis) results for C4H4N2O in the gas phase.

Cartesian coordinates (Å):
C1 0.226 -0.401 0.290
C2 0.849 -1.797 0.125
H1 0.106 -2.562 -0.257
N1 -1.433 0.978 -0.533
C3 -1.017 -0.286 -0.278
H2 1.302 1.713 0.825
H3 -1.640 -1.130 -0.548
C4 -0.457 1.740 -0.111
N2 0.607 1.076 0.396
O1 1.991 -2.158 0.271
H4 -0.535 2.828 -0.179

Atomic forces in eV per Å
0.284 1.287 -0.617
0.507 0.706 0.241
0.108 0.943 0.459
-0.181 0.083 0.127
-0.079 -0.194 -0.070
-0.031 -1.818 -0.183
0.092 0.081 -0.030
-0.292 -0.230 -0.077
-0.413 -1.080 -0.232
-0.395 0.602 0.138
0.401 -0.379 0.244

Summary:
**Calculated total energy**: -339.5327 a.u.
**Kohn-Sham gap**: 10.15 eV
**Energy above the lowest of the compared OMol25 structures with the same formula, charge and spin**: 128.6 kJ/mol
**Molecular weight**: 96.1 g mol⁻¹
**HOMO energy**: -9.680 eV